No. 1
52
Properties=species:S:1:pos:R:3:forces:R:3 method="wB97M-V/def2-TZVPD" e_tot_ha=-1623.27002 charge=0 de_lowest_kcal_mol=45.6 orbital_gap_ev=9.20 homo_ev=-8.640 lumo_energy_ev=0.6
O 1.4651 1.8284 3.4270 -0.2 -0.1 0.2
C 2.2963 2.4109 2.7602 0.1 0.1 0.0
C 3.0816 3.5575 3.3010 0.1 -0.1 0.0
C 2.2862 4.7003 3.8915 -0.1 0.2 0.1
C 3.0239 3.7739 4.7906 0.0 0.0 0.0
N 2.5532 2.0685 1.4568 -0.1 0.0 0.1
C 3.4610 2.7902 0.5649 0.4 0.4 -0.1
C 3.2715 2.1682 -0.8296 0.0 0.0 -0.1
C 2.3473 1.0180 -0.5690 -0.1 -0.1 0.2
C 1.8819 0.0612 -1.4414 0.0 0.0 0.0
C 1.0132 -0.9006 -0.9475 -0.2 -0.4 -0.5
S 0.3820 -2.1619 -2.0367 -0.4 0.2 0.3
O 0.5852 -3.4594 -1.4653 0.0 -0.2 0.2
O 0.9307 -1.9457 -3.3576 0.1 0.1 0.1
N -1.2510 -1.8666 -1.9817 1.1 -0.1 0.0
C -1.7288 -0.5493 -2.3289 0.0 0.6 -0.5
C -1.6845 -0.2176 -3.8331 -0.3 0.0 0.3
O -0.4243 0.2130 -4.2621 0.5 0.0 -0.1
C -2.1620 -2.9874 -2.1311 0.0 -0.4 0.1
C -3.0913 -3.0391 -0.9480 -0.1 0.0 -0.1
C -4.4237 -2.6676 -1.0538 0.1 -0.1 -0.1
C -5.2438 -2.6770 0.0627 -0.1 0.0 0.1
C -4.7347 -3.0498 1.2940 -0.1 0.0 0.0
C -3.4039 -3.4200 1.4071 0.1 0.0 0.0
C -2.5872 -3.4153 0.2916 0.0 0.0 0.0
C 0.6140 -0.9110 0.3756 0.0 0.0 0.0
C 1.0774 0.0521 1.2586 -0.1 -0.1 0.1
C 1.9499 1.0170 0.7729 -0.2 -0.4 -0.4
H 4.0041 3.8036 2.7971 0.0 0.1 0.0
H 2.6610 5.7017 3.7424 0.1 0.0 0.0
H 1.2109 4.6164 3.8551 -0.1 -0.1 0.0
H 2.4456 3.0578 5.3537 -0.1 -0.1 -0.1
H 3.9186 4.1211 5.2832 0.1 0.1 -0.1
H 4.4929 2.6645 0.9088 -0.1 0.1 -0.1
H 3.2169 3.8552 0.5686 0.1 -0.1 0.0
H 2.8187 2.8728 -1.5291 0.1 0.0 0.0
H 4.2163 1.8343 -1.2581 0.0 0.1 0.0
H 2.1672 0.0403 -2.4806 0.1 0.1 -0.1
H -2.7538 -0.4660 -1.9577 0.1 0.0 0.1
H -1.1090 0.1789 -1.7975 -0.2 0.1 0.0
H -2.3691 0.6117 -4.0340 0.0 -0.1 0.0
H -2.0182 -1.0926 -4.4095 -0.1 0.1 0.0
H 0.2036 -0.5231 -4.1264 -0.2 0.3 -0.2
H -2.7224 -2.9143 -3.0705 0.1 0.0 0.1
H -1.5375 -3.8820 -2.1578 -0.3 -0.1 -0.1
H -4.8255 -2.3779 -2.0150 0.0 0.0 -0.1
H -6.2813 -2.3909 -0.0301 -0.1 0.0 0.0
H -5.3741 -3.0550 2.1644 0.0 0.0 0.1
H -3.0060 -3.7158 2.3667 0.0 0.0 0.1
H -1.5504 -3.7109 0.3615 0.1 0.0 0.1
H -0.0652 -1.6798 0.7061 -0.1 -0.1 0.1
H 0.7711 0.0591 2.2905 0.0 0.0 0.0

No. 2
52
Properties=species:S:1:pos:R:3:forces:R:3 method="wB97M-V/def2-TZVPD" e_tot_ha=-1623.23721 charge=0 de_lowest_kcal_mol=66.2 orbital_gap_ev=8.86 homo_ev=-8.559 lumo_energy_ev=0.3
C 4.6747 -2.3337 2.0879 0.2 -0.1 0.0
O 3.5714 -1.4703 2.2219 -0.3 0.2 0.0
C 3.2015 -0.7178 1.1502 0.0 0.1 -0.1
C 3.7547 -0.8180 -0.1211 0.2 -0.3 0.3
C 3.2934 -0.0007 -1.1409 -0.2 0.2 0.0
C 2.2961 0.9349 -0.9193 0.3 0.0 -0.2
C 1.7760 1.8004 -2.0377 0.2 0.1 0.5
N 0.5590 1.2282 -2.5997 -0.9 0.5 0.0
S -0.8971 1.9918 -2.3004 0.4 -0.4 -0.4
O -1.6758 1.8763 -3.5015 0.0 -0.2 0.0
O -0.6389 3.3026 -1.7692 0.1 -0.2 0.2
C -1.6437 0.9921 -1.0070 0.4 0.2 -0.3
C -0.9850 -0.1482 -0.6033 0.0 -0.4 0.3
C -1.4929 -0.9139 0.4448 -0.4 0.4 0.0
C -0.7951 -2.0971 0.9037 1.1 -0.7 -0.2
C 0.4050 -2.6607 0.5459 -0.8 0.3 0.3
C 0.5162 -3.7964 1.3844 -0.5 0.4 0.0
C 1.6272 -4.7767 1.4535 0.0 0.0 0.1
N -0.5334 -3.8874 2.1604 0.6 -1.1 0.4
O -1.3474 -2.8472 1.8771 -0.4 0.9 -0.4
C -2.6798 -0.5074 1.0564 0.2 -0.1 -0.1
C -3.3387 0.6229 0.6200 0.1 0.1 -0.2
C -2.8398 1.3988 -0.4258 -0.1 0.1 0.0
C -3.5462 2.6428 -0.8928 -0.2 0.2 0.2
C -5.0579 2.4390 -1.0092 0.3 0.0 -0.1
C -3.2215 3.7968 0.0615 0.1 -0.1 -0.2
C 1.7475 1.0306 0.3574 0.2 0.0 0.0
C 2.1857 0.2143 1.3766 0.1 -0.1 0.1
H 5.5822 -1.7839 1.8185 0.0 0.0 0.0
H 4.4919 -3.1154 1.3432 0.0 0.0 0.0
H 4.8103 -2.7929 3.0660 0.0 0.0 -0.1
H 4.5419 -1.5247 -0.3324 0.1 -0.1 0.0
H 3.7313 -0.0938 -2.1245 0.1 0.0 -0.1
H 2.5320 1.9099 -2.8181 -0.1 0.0 0.0
H 1.5155 2.7916 -1.6542 0.3 -0.1 -0.1
H 0.6096 0.9269 -3.5573 -0.2 0.0 -0.2
H -0.0753 -0.4331 -1.1030 0.1 -0.1 0.0
H 1.1037 -2.3214 -0.1887 0.2 0.1 -0.2
H 1.2858 -5.6836 1.9436 0.0 -0.1 0.0
H 1.9906 -5.0095 0.4550 0.0 -0.1 0.0
H 2.4465 -4.3556 2.0344 0.1 0.0 0.0
H -3.0756 -1.0907 1.8737 -0.1 0.0 0.1
H -4.2577 0.9128 1.1043 -0.1 0.1 0.0
H -3.1570 2.8976 -1.8813 -0.2 0.0 0.1
H -5.5226 2.3413 -0.0311 -0.1 0.0 0.1
H -5.2784 1.5490 -1.5936 -0.1 -0.1 -0.1
H -5.5026 3.2962 -1.5082 -0.1 0.1 0.0
H -3.7679 4.6880 -0.2364 -0.1 0.1 0.0
H -3.4973 3.5411 1.0827 -0.1 0.0 0.1
H -2.1577 4.0151 0.0219 0.1 0.1 0.1
H 0.9716 1.7580 0.5445 -0.1 0.1 0.1
H 1.7642 0.2806 2.3669 -0.1 0.0 0.1

No. 3
54
Properties=species:S:1:pos:R:3:forces:R:3 method="wB97M-V/def2-TZVPD" e_tot_ha=-2419.53405 charge=0 de_lowest_kcal_mol=11.4 orbital_gap_ev=6.86 homo_ev=-7.000 lumo_energy_ev=-0.1
C 2.6232 -3.9701 2.5502 0.0 0.2 0.0
C 3.0347 -3.2657 1.4134 0.1 0.3 0.0
C 2.8730 -1.8818 1.3563 -0.2 -0.2 0.1
C 2.2373 -1.2128 2.3996 0.4 -0.1 0.1
S 1.9075 0.5469 2.1815 -0.8 -0.5 -0.8
C 0.7217 0.7004 0.9238 0.0 -0.7 1.1
C 0.7502 1.8096 -0.0907 -0.8 -0.3 2.0
S -0.6552 -0.3774 0.8834 0.9 -1.1 -0.5
C -1.4796 -1.1701 2.3085 -0.6 0.2 0.2
C -1.3350 -2.5551 2.4255 0.3 0.2 0.0
C -2.2708 -3.3041 3.1333 0.1 0.3 0.0
C -3.3611 -2.6748 3.7343 0.3 0.0 -0.1
C -3.4842 -1.2851 3.6596 0.1 0.0 -0.1
C -2.5635 -0.5282 2.9296 0.5 -0.2 0.0
O -1.7542 0.3444 0.2503 0.2 0.3 -0.3
O -0.1632 -1.6006 0.2140 -0.7 0.6 0.4
O 1.3199 0.9491 3.4390 0.4 0.2 0.2
O 3.1425 1.1386 1.6932 -0.3 0.3 0.2
C 1.9384 -1.8869 3.5877 -0.3 -0.1 -0.2
C 2.0917 -3.2771 3.6443 0.2 0.0 -0.2
H 2.7484 -5.0548 2.5895 -0.1 0.3 0.0
H 3.4813 -3.7709 0.5549 -0.1 0.0 0.4
H 3.2434 -1.2972 0.5154 -0.3 -0.2 0.0
H 0.0001 2.5900 0.1672 1.0 -0.5 -0.1
H 1.7615 2.2402 -0.1273 -0.2 -0.1 0.1
H -0.5049 -3.0476 1.9224 -0.2 0.2 0.1
H -2.1275 -4.3817 3.1733 -0.2 0.2 0.1
H -4.1062 -3.2756 4.2524 0.1 0.2 0.0
H -4.3217 -0.7869 4.1491 0.2 -0.1 -0.2
H -2.6859 0.5482 2.8175 0.0 -0.3 0.0
H 1.5788 -1.3427 4.4594 -0.1 0.0 -0.4
H 1.7914 -3.8297 4.5388 0.2 0.3 -0.3
C 0.8378 -0.0682 -3.3914 0.9 -0.1 -0.1
C 0.8840 0.0352 -1.8941 -0.2 -0.4 0.1
N 0.3736 1.3247 -1.4147 -1.2 1.5 -1.9
C -0.3927 2.1231 -2.1822 1.8 -1.5 0.8
N -0.5200 1.9011 -3.4969 -0.8 -0.1 0.1
C -0.4320 0.5157 -3.9309 0.1 0.0 -0.4
C -1.3035 2.8238 -4.3104 0.1 -0.2 0.1
C -0.7346 4.2167 -4.1428 0.0 -0.1 -0.7
C -0.8533 4.7124 -2.7221 -0.1 0.5 0.5
S -1.2579 3.4400 -1.4801 -0.4 0.7 -0.1
H 1.7127 0.4436 -3.7948 -0.1 0.0 -0.4
H 0.9068 -1.1279 -3.6361 0.1 0.0 -0.2
H 0.2652 -0.7824 -1.5028 0.2 0.5 0.3
H 1.8912 -0.1114 -1.4884 -0.2 0.1 -0.1
H -0.4356 0.5350 -5.0174 0.0 -0.2 -0.1
H -1.3061 -0.0496 -3.5838 0.0 0.1 0.0
H -1.1888 2.4712 -5.3324 -0.1 0.1 -0.1
H -2.3690 2.7952 -4.0444 0.1 0.0 0.0
H 0.3164 4.2117 -4.4418 -0.1 -0.1 0.0
H -1.2487 4.8916 -4.8255 0.0 0.1 0.0
H 0.0870 5.1638 -2.3957 -0.3 0.1 0.0
H -1.6644 5.4441 -2.6208 0.3 -0.1 0.1